19
Properties=species:S:1:pos:R:3 method="wB97M-V/def2-TZVPD" e_above_lowest_kj_mol=696.15 homo_lumo_gap_ha="0.2708 / 0.2608" total_charge=0 homo_ev="-7.447 / -7.376"
C -1.577 -0.118 -0.643
C -2.707 0.210 0.275
O -0.818 0.835 -1.119
H 0.106 0.885 -0.569
H -1.624 -1.043 -1.225
H -0.487 -0.625 0.410
H -2.396 0.953 1.011
H -3.063 -0.683 0.793
H -3.545 0.628 -0.296
C 1.626 0.667 -0.211
C 2.119 -0.434 -1.119
C 0.352 -0.348 1.160
C 0.598 -0.564 2.335
H 2.223 0.834 0.673
H 1.519 1.628 -0.731
H 1.395 -0.653 -1.907
H 3.052 -0.140 -1.613
H 2.307 -1.352 -0.562
H 0.921 -0.682 3.341